C3H9NO2S2 as an isolated structure at a distorted geometry, computed with the ωB97M-V functional and the def2-TZVPD basis.

```
17
Properties=species:S:1:pos:R:3:forces:R:3:mulliken_charge:R:1
C 2.142 -1.994 0.748 1.6 1.0 0.2 -0.619
C -2.853 1.344 -1.187 -0.6 -2.6 -2.3 -0.892
C 0.483 0.848 1.139 -1.7 -0.8 1.0 -0.838
N -0.543 0.061 -1.402 1.0 -1.7 1.6 -0.464
O 0.800 -1.646 0.353 -0.8 0.1 -0.8 -0.334
O 1.842 0.134 -0.999 0.6 -0.1 0.0 -0.716
S -2.141 -0.328 -0.917 -0.2 1.0 0.9 -0.044
S 0.604 -0.211 -0.365 -0.2 2.2 -0.3 1.260
H 2.907 -1.430 0.086 -1.3 -0.8 1.3 0.321
H 2.271 -1.740 1.866 -0.1 -0.5 -1.8 0.243
H 2.289 -3.057 0.529 -0.3 0.2 0.4 0.238
H -3.874 1.116 -1.480 -0.2 0.0 -0.2 0.306
H -2.329 1.589 -2.088 0.1 0.5 -0.7 0.307
H -2.921 2.202 -0.619 0.6 1.3 2.4 0.352
H 1.223 1.633 0.986 -0.1 -0.1 0.1 0.315
H -0.573 1.273 1.293 1.5 -0.6 -0.6 0.273
H 0.672 0.205 2.056 0.1 0.9 -1.2 0.291
```
Positions in Å, forces in eV/Å.

Orbital gap: 0.32916 hartree
M: 155.24 g/mol
E_HOMO: -0.301 hartree
Energy above the lowest of the compared OMol25 structures with the same formula, charge and spin: 4.316 eV
Total energy: -30509.0475 eV
Strongest force on any atom: 3.5 eV/A
Multiplicity: 1

=====

A 9-piece molecular cluster, C33H84NO11PS overall at a distorted geometry, computed with the ωB97M-V functional and the def2-TZVPD basis.

```
131
Properties=species:S:1:pos:R:3:forces:R:3:mulliken_charge:R:1
C 1.659 -2.002 0.693 -1.2 0.0 0.6 -0.744
C 1.545 -1.139 2.049 0.4 -0.9 -0.3 0.054
C 2.940 -0.567 2.561 0.4 0.5 -0.1 -0.860
C 3.881 0.030 1.421 0.2 -0.3 -0.4 -0.250
C 3.204 1.154 0.508 0.7 0.1 0.6 -0.201
C 2.255 2.168 1.285 -0.7 0.5 -0.5 -0.242
C 1.383 3.017 0.216 0.2 -1.2 0.5 -0.737
C 0.355 1.976 -0.491 1.3 1.5 -0.6 1.867
C -0.976 2.671 -0.989 1.2 0.8 1.0 -0.863
P -2.518 1.550 -1.274 -0.8 1.4 -1.2 1.724
C -1.508 -0.017 -1.646 0.7 -1.7 -0.2 0.006
C -2.269 -1.222 -2.343 1.2 -1.4 0.2 -0.704
C -2.954 -2.267 -1.313 1.2 0.8 -0.4 -0.136
S -4.229 -3.283 -2.192 0.0 0.2 0.0 -0.336
C -2.710 1.144 0.618 -0.4 -0.7 3.0 0.417
C -3.756 2.091 1.341 1.6 2.2 -0.2 -0.541
O -3.494 3.326 1.367 -1.0 -3.0 -0.1 -0.604
N -4.966 1.673 2.022 0.9 -1.5 -1.1 0.157
C -6.212 2.096 1.339 -0.7 2.0 0.1 -0.778
C -4.970 0.258 2.440 -0.9 -0.7 0.8 -0.854
C -4.218 0.731 -1.636 -4.7 -2.6 -0.4 -0.288
O -4.677 0.840 -2.845 1.2 0.1 1.4 -0.674
O -5.022 0.079 -0.743 3.1 2.1 -1.7 -0.615
H 2.461 -2.798 0.739 -0.7 1.1 -0.2 0.216
H 1.740 -1.340 -0.227 0.2 -0.9 1.2 0.118
H 0.646 -2.529 0.594 1.4 0.6 0.0 0.281
H 0.755 -0.354 1.850 1.1 -0.7 0.4 -0.354
H 1.146 -1.831 2.869 0.4 1.0 -1.1 0.475
H 3.550 -1.386 3.085 -1.0 0.9 -0.7 0.400
H 2.773 0.254 3.344 0.1 -1.1 -1.0 0.241
H 4.865 0.413 1.864 -1.5 -0.4 -0.3 0.380
H 4.190 -0.818 0.716 -0.5 1.0 0.9 -0.024
H 4.052 1.770 0.046 -1.1 -0.8 0.5 0.279
H 2.699 0.621 -0.356 0.2 0.9 1.1 0.020
H 1.476 1.647 1.944 1.2 0.5 -0.9 0.217
H 2.834 2.859 1.992 -0.5 -1.0 -1.1 -0.046
H 0.827 3.847 0.763 0.6 -1.0 -0.8 0.404
H 2.074 3.444 -0.575 -0.8 -0.2 1.0 0.074
H 0.242 1.123 0.240 -0.3 0.8 -1.0 -0.925
H 0.921 1.611 -1.420 -0.8 0.0 1.3 -0.148
H -1.254 3.471 -0.213 0.2 -1.2 -0.9 0.414
H -0.781 3.261 -1.957 -0.1 -0.9 1.1 -0.643
H -3.291 2.797 -1.141 -0.1 0.0 0.3 0.021
H -2.422 1.885 -2.702 -0.1 -0.3 -0.1 -0.285
H -0.701 0.281 -2.407 -0.9 -0.3 1.3 0.156
H -1.039 -0.460 -0.691 -0.3 0.5 -1.3 -0.589
H -1.429 -1.860 -2.812 -1.2 0.8 0.4 0.387
H -2.926 -0.956 -3.221 0.4 0.1 1.4 0.222
H -2.129 -3.003 -1.001 -1.2 0.8 -0.5 0.331
H -3.315 -1.786 -0.358 -0.2 -0.3 -1.4 -0.019
H -4.718 -2.465 -3.193 0.6 -0.1 1.1 0.085
H -2.938 0.032 0.765 0.0 1.6 -0.4 -0.353
H -1.736 1.302 1.210 -1.1 0.1 -0.9 0.149
H -7.104 1.423 1.563 1.4 0.5 -0.4 0.291
H -6.072 2.274 0.222 -0.2 -0.8 1.4 0.187
H -6.491 3.123 1.773 0.2 -1.3 -0.5 0.273
H -3.929 -0.161 2.618 -1.3 0.7 -0.4 0.331
H -5.509 0.208 3.457 0.7 0.1 -1.1 0.332
H -5.563 -0.414 1.741 1.0 0.7 0.5 0.259
C 4.463 3.981 4.723 -0.1 0.0 0.1 -1.004
C 5.535 3.007 4.275 -0.1 0.3 -0.3 -0.283
O 5.391 2.716 2.892 0.2 -0.1 0.1 -0.393
H 3.469 3.566 4.540 0.1 0.0 0.0 0.236
H 4.560 4.207 5.788 0.0 0.1 0.0 0.370
H 4.528 4.915 4.158 0.1 0.0 0.1 0.297
H 5.453 2.068 4.826 0.0 0.0 -0.2 0.277
H 6.535 3.421 4.446 0.0 0.0 0.2 0.266
H 5.473 3.547 2.408 -0.1 -0.2 0.0 0.255
C 4.072 2.152 -4.395 0.0 -0.2 0.0 -1.229
C 3.362 3.137 -3.485 0.2 0.1 -0.3 0.361
O 4.271 3.643 -2.509 0.1 0.0 0.3 -0.509
H 4.485 1.323 -3.814 -0.1 0.0 0.0 0.278
H 3.387 1.751 -5.145 0.1 0.0 0.0 0.336
H 4.912 2.634 -4.906 -0.1 0.0 -0.1 0.341
H 2.539 2.648 -2.960 0.1 0.1 0.1 -0.009
H 2.956 3.975 -4.056 -0.2 -0.2 0.0 0.173
H 4.990 4.080 -2.979 -0.1 -0.1 0.0 0.285
C -6.760 -2.602 4.521 -0.1 0.1 0.0 -1.056
C -5.307 -2.359 4.876 -0.2 -0.1 -0.4 -0.204
O -4.753 -3.517 5.503 0.0 -0.4 0.4 -0.609
H -7.339 -2.844 5.418 0.0 0.1 0.0 0.281
H -7.198 -1.722 4.046 0.0 -0.1 0.0 0.367
H -6.855 -3.453 3.840 0.0 0.1 -0.1 0.322
H -5.219 -1.523 5.572 0.1 -0.2 0.0 0.329
H -4.721 -2.128 3.983 -0.1 0.2 0.1 0.233
H -4.827 -4.248 4.876 0.2 0.2 -0.1 0.334
C 7.337 -3.361 -0.311 0.0 0.1 0.2 -0.888
C 6.003 -3.358 0.411 0.1 -0.2 -0.3 -0.160
O 4.945 -3.124 -0.510 -0.1 0.1 0.1 -0.512
H 7.500 -2.408 -0.817 0.0 -0.1 0.1 0.260
H 8.159 -3.534 0.389 0.0 0.0 0.0 0.344
H 7.359 -4.137 -1.079 0.0 0.0 0.1 0.114
H 5.975 -2.567 1.162 -0.2 0.0 -0.1 0.272
H 5.827 -4.317 0.911 0.1 0.0 0.2 0.278
H 4.968 -3.830 -1.166 -0.1 0.1 0.1 0.288
C -1.355 5.320 -4.872 -0.1 -0.1 0.1 -0.979
C 0.003 5.960 -4.659 -0.3 -0.2 -0.3 -0.285
O 1.040 5.034 -4.964 0.3 0.1 0.0 -0.463
H -1.463 4.432 -4.244 0.0 0.1 0.0 0.208
H -2.159 6.020 -4.634 0.0 -0.1 0.0 0.311
H -1.469 4.992 -5.910 0.0 0.1 0.0 0.359
H 0.121 6.265 -3.617 0.2 -0.1 -0.1 0.292
H 0.122 6.845 -5.294 -0.1 0.1 0.1 0.296
H 0.937 4.774 -5.887 -0.1 0.0 0.2 0.243
C -5.152 1.398 -6.320 0.0 0.2 0.1 -0.889
C -5.832 0.054 -6.501 0.3 0.1 0.5 -0.210
O -5.078 -0.965 -5.863 -0.1 -0.3 -0.1 -0.547
H -4.142 1.375 -6.737 -0.1 0.0 -0.1 0.226
H -5.720 2.193 -6.812 0.0 0.0 0.0 0.348
H -5.053 1.640 -5.257 0.0 -0.1 0.0 0.234
H -5.910 -0.197 -7.562 0.0 -0.2 0.0 0.280
H -6.841 0.067 -6.073 -0.1 0.1 -0.1 0.250
H -5.022 -0.737 -4.921 0.1 0.2 0.0 0.257
C 10.227 -4.452 -4.170 0.1 -0.1 0.0 -1.138
C 9.020 -4.432 -3.252 0.0 0.3 -0.4 -0.175
O 8.610 -3.094 -3.001 0.1 0.0 -0.1 -0.458
H 11.055 -3.896 -3.725 -0.1 -0.1 0.0 0.297
H 10.554 -5.476 -4.365 0.0 0.0 -0.1 0.331
H 9.995 -3.970 -5.124 0.0 -0.1 0.0 0.328
H 9.261 -4.895 -2.294 -0.1 0.2 0.0 0.298
H 8.182 -4.979 -3.698 0.1 -0.2 0.0 0.280
H 8.389 -2.693 -3.850 0.0 0.0 0.2 0.266
C -6.632 -4.867 8.799 -0.1 0.1 0.1 -0.932
C -5.562 -5.836 8.334 0.0 0.3 -0.3 -0.216
O -5.699 -6.091 6.944 -0.1 -0.3 0.0 -0.532
H -7.627 -5.270 8.599 0.1 -0.1 0.1 0.255
H -6.540 -4.667 9.870 0.0 0.0 0.0 0.324
H -6.556 -3.920 8.258 0.1 0.0 0.1 0.258
H -5.653 -6.788 8.861 0.0 0.0 -0.2 0.281
H -4.562 -5.432 8.521 0.0 0.0 0.2 0.250
H -5.608 -5.245 6.484 0.1 0.1 0.1 0.355
```
Positions in Å, forces in eV/Å.

Orbital gap: 0.11929 hartree
M: 734.07 g/mol
E_HOMO: -0.010 hartree
Charge: -2
Total energy: -79712.1815 eV
Strongest force on any atom: 5.4 eV/A
Multiplicity: 1

=====

An isolated ion of composition C5H3INO4 and charge -1 at a distorted geometry, computed with the ωB97M-V functional and the def2-TZVPD basis.

```
14
Properties=species:S:1:pos:R:3:forces:R:3:mulliken_charge:R:1
C 1.506 -0.453 -0.095 1.2 -1.1 0.0 0.422
C -0.369 -0.088 1.285 1.7 0.2 -0.9 0.120
C -0.908 1.665 -0.660 0.2 -1.9 0.0 0.745
C 0.298 -0.903 -0.878 -1.1 1.9 0.7 -0.756
C -0.787 -0.091 -0.151 -2.2 0.6 0.3 -0.001
N 1.024 -0.227 1.170 0.4 -0.1 -0.2 0.020
O -1.989 2.064 -0.967 -1.7 0.1 -0.1 -0.619
O 2.695 -0.465 -0.378 -1.0 0.1 0.0 -0.673
O -0.880 0.084 2.353 -1.0 0.0 0.4 -0.632
O 0.215 2.077 -0.659 2.4 0.9 0.2 -0.617
I -2.777 -0.882 -0.308 0.2 -0.3 0.0 0.050
H 0.245 -0.728 -1.914 0.5 0.4 -1.3 0.330
H 0.055 -1.922 -0.721 0.3 -1.3 0.4 0.413
H 1.671 -0.129 1.923 0.1 0.3 0.5 0.198
```
Positions in Å, forces in eV/Å.

Orbital gap: 0.28329 hartree
M: 267.99 g/mol
Structure (SMILES): O=C1C[C@](I)(C(=O)[O-])C(=O)N1
E_HOMO: -0.179 hartree
Charge: -1
Energy above the lowest of the compared OMol25 structures with the same formula, charge and spin: 0.000 eV
Total energy: -23017.0533 eV
Strongest force on any atom: 2.6 eV/A
Multiplicity: 1

=====

A 4-piece molecular cluster, CH12N3O3 overall at a distorted geometry, computed with the ωB97M-V functional and the def2-TZVPD basis.

```
19
Properties=species:S:1:pos:R:3:forces:R:3:mulliken_spin:R:1
N -0.618 -2.109 -0.391 2.6 1.4 0.5 0.058
C 0.202 -1.071 -0.754 0.6 -3.0 -0.2 -0.050
N 1.490 -1.316 -1.087 -1.5 0.8 0.1 0.254
N -0.243 0.199 -0.893 -0.2 1.0 0.3 0.783
H -0.016 -2.845 -0.017 -0.5 -0.5 -0.4 0.000
H -1.429 -1.982 0.218 -0.4 0.8 -0.4 0.001
H 2.120 -0.554 -1.339 -0.1 -0.1 0.0 -0.005
H 1.846 -2.267 -1.107 0.1 0.0 0.0 -0.010
H 0.335 0.999 -1.175 0.5 -0.4 -0.3 -0.038
H -1.130 0.470 -0.447 -1.2 -0.3 0.0 -0.028
H -0.612 2.368 2.024 -0.5 0.3 -0.1 0.002
H 0.129 1.376 1.215 0.0 0.3 0.0 -0.002
O -0.663 1.938 1.155 0.7 -0.7 0.4 0.011
H -3.400 -0.426 0.593 -0.1 0.3 0.2 0.000
H -2.150 0.294 1.289 -0.7 0.1 0.3 0.000
O -2.441 -0.315 0.594 0.6 -0.1 -0.3 -0.002
H 1.769 2.414 -0.103 0.4 0.1 0.1 -0.001
H 2.816 1.354 0.361 0.0 0.2 0.0 -0.001
O 1.994 1.473 -0.138 -0.3 -0.2 0.0 0.027
```
Positions in Å, forces in eV/Å.

Orbital gap (alpha / beta): 0.42378 / 0.20949 hartree
M: 114.12 g/mol
E_HOMO (alpha / beta): -0.735 / -0.734 hartree
Charge: +2
Total energy: -11825.3028 eV
Strongest force on any atom: 3.1 eV/A
Multiplicity: 2

=====

A 2-piece molecular cluster, C3H8N2O overall at a distorted geometry, computed with the ωB97M-V functional and the def2-TZVPD basis.

```
14
Properties=species:S:1:pos:R:3:forces:R:3:mulliken_charge:R:1
C 2.400 -0.137 1.261 1.2 -2.1 -0.2 -0.645
C 1.338 -0.929 1.285 -0.4 0.0 -2.6 -0.124
O 1.029 -1.915 0.366 0.7 -0.2 -0.2 -0.573
H 3.387 -0.473 0.875 -1.0 0.6 -0.4 0.238
H 2.383 0.679 1.906 0.2 1.2 1.2 0.287
H 0.497 -0.745 1.883 -1.0 0.7 1.2 0.397
H 0.449 -1.548 -0.371 0.3 -0.1 1.4 0.431
N -2.032 1.512 -1.196 -1.1 1.1 2.0 -0.373
C -1.507 0.416 -0.620 -1.0 -1.2 1.9 0.210
N -1.028 -0.668 -1.101 1.2 1.0 -0.8 -0.628
H -1.821 1.798 -2.106 0.1 0.4 -1.4 0.199
H -2.620 2.116 -0.575 1.2 -0.7 -1.3 0.231
H -1.701 0.448 0.492 0.3 -0.3 -1.1 0.180
H -0.774 -0.555 -2.098 -0.6 -0.2 0.3 0.170
```
Positions in Å, forces in eV/Å.

Orbital gap: 0.35177 hartree
M: 88.11 g/mol
Structure (SMILES): [H]/N=C\N.C=CO
E_HOMO: -0.328 hartree
Energy above the lowest of the compared OMol25 structures with the same formula, charge and spin: 2.655 eV
Total energy: -8266.6708 eV
Strongest force on any atom: 2.7 eV/A
Multiplicity: 1

=====

A 2-piece molecular cluster, C3H10N2S overall at a distorted geometry, computed with the ωB97M-V functional and the def2-TZVPD basis.

```
16
Properties=species:S:1:pos:R:3:forces:R:3:mulliken_charge:R:1
C -0.074 2.135 0.413 0.8 0.1 0.2 -0.295
C 0.119 1.035 -2.860 -0.1 -0.5 0.5 -0.779
C -0.973 -2.820 2.699 0.0 0.0 0.0 -0.918
N 1.936 0.745 -0.970 0.6 0.0 -0.2 -0.668
N -0.596 1.376 -0.432 -0.7 -0.7 -0.4 -0.421
S 0.494 0.246 -1.245 -0.2 1.3 -0.3 0.366
H -0.285 -3.086 1.908 0.1 -0.1 -0.1 0.212
H -0.687 2.850 0.942 -0.2 0.1 0.1 0.277
H 1.003 2.118 0.625 0.0 -0.1 0.0 0.374
H 0.726 1.933 -2.926 0.1 0.0 0.2 0.281
H 0.389 0.339 -3.647 0.1 -0.1 0.0 0.310
H -0.940 1.265 -2.895 -0.1 0.0 0.0 0.326
H -0.603 -3.197 3.644 0.1 -0.1 0.2 0.247
H -1.062 -1.742 2.749 0.0 0.2 0.0 0.213
H -1.944 -3.251 2.493 -0.2 -0.1 0.0 0.246
H 2.497 0.053 -0.496 -0.1 -0.3 0.2 0.230
```
Positions in Å, forces in eV/Å.

Orbital gap: 0.36053 hartree
M: 106.19 g/mol
E_HOMO: -0.333 hartree
Energy above the lowest of the compared OMol25 structures with the same formula, charge and spin: 2.270 eV
Total energy: -17086.3345 eV
Strongest force on any atom: 1.4 eV/A
Multiplicity: 1